No. 1
# C17H17BrN4O2S

An isolated molecule of C17H17BrN4O2S (wB97M-V/def2-TZVPD, the Open Molecules 2025 dataset).

Calculated values
- HOMO-LUMO gap: 7.63 eV
- Net charge: 0

The geometry in XYZ format:
```
42
Properties=species:S:1:pos:R:3:forces:R:3
O -1.82569 -2.75443 -2.74672 -0.052 0.078 -0.025
C -1.40730 -2.96664 -1.63258 0.342 0.162 -0.060
N -2.21310 -3.54526 -0.67989 -0.466 0.015 -0.072
C -2.00708 -3.79369 0.66876 -0.007 -0.371 0.423
S -2.60506 -5.18086 1.32595 -0.172 -0.254 0.110
N -1.33926 -2.90552 1.42859 0.050 -0.126 0.044
C -0.97268 -1.57911 1.14333 0.056 0.676 0.017
C -1.77085 -0.73695 0.37317 0.036 -0.130 0.309
C -1.36444 0.54860 0.09680 0.137 0.107 -0.046
C -0.14610 1.05815 0.57571 -0.126 -0.593 0.174
N 0.22993 2.34776 0.29927 0.076 0.533 0.004
C -0.05051 2.98526 -0.97209 -0.098 0.364 -0.005
C -0.37198 4.46244 -0.73548 -0.144 -0.277 -0.255
O 0.70220 5.10875 -0.09510 0.115 0.090 -0.092
C 0.99129 4.48990 1.13365 0.186 -0.253 0.259
C 1.33305 3.00197 0.96951 -0.109 0.330 0.060
C 0.61883 0.21127 1.39319 -0.059 0.285 -0.060
C 0.20941 -1.07383 1.67537 -0.357 -0.228 -0.133
C -0.00158 -2.67035 -1.23977 0.628 -0.058 -0.266
C 0.79083 -3.58312 -0.54372 -0.465 0.118 -0.247
N 2.04155 -3.33461 -0.20753 0.320 -0.463 0.308
C 2.58245 -2.18132 -0.54246 0.028 0.388 -0.209
C 1.89001 -1.23252 -1.28399 -0.112 0.010 -0.067
Br 2.72235 0.40142 -1.74613 0.016 -0.073 0.009
C 0.58393 -1.48003 -1.66106 0.086 -0.194 0.038
H -3.04807 -3.98225 -1.05789 0.225 0.000 0.097
H -1.10443 -3.24966 2.35124 -0.168 -0.057 -0.187
H -2.72295 -1.08270 0.00150 -0.086 -0.017 -0.037
H -2.02306 1.17629 -0.48178 -0.060 0.075 -0.040
H -0.87964 2.50019 -1.48078 0.037 0.007 -0.015
H 0.84217 2.92251 -1.61249 -0.102 -0.024 -0.054
H -0.52211 4.98128 -1.68320 -0.048 -0.052 0.033
H -1.28225 4.54786 -0.12155 0.057 -0.019 -0.075
H 1.84049 5.02905 1.55601 -0.047 -0.054 0.043
H 0.12689 4.58362 1.81015 0.099 -0.024 -0.035
H 1.47824 2.57883 1.96209 0.038 0.003 -0.029
H 2.25940 2.90105 0.38587 0.035 -0.040 0.092
H 1.56108 0.54530 1.79606 0.099 0.047 0.006
H 0.82721 -1.70832 2.29421 0.106 -0.087 0.032
H 0.41234 -4.55333 -0.25137 -0.169 -0.077 0.013
H 3.60056 -2.01314 -0.21950 0.085 0.126 -0.028
H 0.01394 -0.77385 -2.24533 -0.010 0.056 -0.034
```
Forces are in eV/Å.

=====

No. 2
# C20H50Cl10O5S5

A cluster of 10 separate species, C20H50Cl10O5S5 in total (wB97M-V/def2-TZVPD, the Open Molecules 2025 dataset).

Calculated values
- ΔE to the lowest compared entry with this formula, charge and spin: 1.158 eV
- HOMO-LUMO gap: 8.58 eV
- Net charge: 0

The geometry in XYZ format:
```
90
Properties=species:S:1:pos:R:3:forces:R:3
C 0.76741 1.07793 4.06058 -0.487 -0.007 -2.106
S 1.53249 -0.36673 4.71702 0.753 -0.890 0.176
O 1.72230 -1.33804 3.59824 -0.192 0.177 -0.145
C 3.20932 0.14193 5.22756 -1.245 -0.616 -0.265
H 1.07267 1.45991 3.05414 0.523 -0.532 0.826
H 0.79395 1.87364 4.76076 -0.166 0.709 0.814
H -0.24990 0.71905 3.85649 0.046 0.278 0.397
H 3.03604 0.48442 6.23201 0.538 0.259 0.480
H 3.67612 0.84360 4.58277 0.199 0.888 -0.488
H 3.76546 -0.78662 5.16292 0.045 -0.175 0.365
C 0.22181 4.50134 -2.78922 -0.095 1.479 -1.171
S 1.92022 3.99391 -3.11075 -0.402 -1.095 0.524
O 2.76348 5.18393 -3.26803 0.414 0.912 -0.299
C 2.18676 3.49961 -1.36263 0.234 1.200 -0.941
H -0.05067 3.97159 -1.92990 -0.802 -0.542 1.042
H -0.47893 4.34268 -3.60249 0.155 -0.418 -0.252
H 0.18615 5.58770 -2.61727 0.381 -0.312 0.254
H 1.79832 4.35783 -0.79799 0.269 -0.304 0.133
H 3.27495 3.48160 -1.33579 -0.071 -0.364 0.495
H 1.68930 2.57787 -1.11412 0.045 -0.489 0.083
C 5.10532 -4.04558 0.00012 0.307 -0.245 -0.562
S 4.66063 -3.65582 1.65035 0.771 2.955 1.175
O 5.66544 -2.52535 2.01708 -1.549 -1.671 -0.237
C 3.05959 -2.82576 1.23419 -0.438 -1.723 -0.534
H 4.51323 -4.90535 -0.28191 -0.102 -0.132 -0.516
H 6.16687 -4.25936 -0.06882 0.097 -0.395 0.472
H 4.99021 -3.18012 -0.63310 -0.540 0.271 -0.281
H 2.42880 -3.61351 0.76647 0.342 0.092 0.333
H 3.19720 -2.12885 0.43070 0.417 0.731 -0.171
H 2.46774 -2.42093 2.05531 0.690 0.022 0.242
C 1.99440 -2.35079 -2.77255 -0.460 -0.417 0.634
S 1.99108 -1.52172 -4.36281 1.137 -0.665 -0.031
O 0.60723 -1.66943 -4.86082 -0.644 0.680 -0.076
C 2.40888 0.15092 -3.76974 -1.455 0.472 0.025
H 1.58404 -3.38794 -2.92175 0.615 0.993 -0.077
H 1.29450 -1.81343 -2.09357 0.655 -0.213 -0.267
H 3.04044 -2.37531 -2.40233 -0.679 -0.014 -0.008
H 2.70665 0.75326 -4.64167 0.210 -0.324 0.433
H 3.14016 0.09962 -2.95970 0.175 -0.077 -0.479
H 1.50080 0.62297 -3.34003 0.352 -0.400 -0.168
C -1.82912 -0.67829 -0.24465 -1.841 -0.864 -0.578
S -0.59706 0.58316 -0.10314 -0.694 0.206 0.074
O 0.50229 0.14740 -0.99642 0.413 0.232 -0.448
C -1.50303 1.98791 -0.90201 0.576 -0.686 1.842
H -2.13535 -0.93871 -1.29350 0.293 0.816 0.684
H -2.73239 -0.46716 0.37350 0.654 0.182 -0.491
H -1.46278 -1.62908 0.11201 0.628 -0.093 0.438
H -0.85979 2.81029 -0.61287 0.031 0.310 -0.521
H -2.45248 2.15905 -0.41583 -0.120 -0.369 0.405
H -1.68628 1.83730 -1.93189 0.288 -0.127 -1.215
Cl -3.07928 -4.38867 0.09454 -0.249 -0.026 -0.310
C -2.02778 -5.65415 0.74318 -0.253 -0.677 0.589
C -1.14911 -5.09468 1.82165 -0.060 1.133 0.169
Cl -2.22032 -4.48874 3.10042 -0.119 0.090 0.891
H -1.41246 -5.99515 -0.05299 0.448 -0.359 -0.826
H -2.62359 -6.51180 1.12617 0.206 0.749 -0.300
H -0.63120 -4.16817 1.47774 0.035 -1.058 0.124
H -0.49400 -5.84001 2.28230 0.011 0.222 -0.344
Cl -4.98716 0.68231 -5.76604 -0.317 0.547 -0.017
C -4.82732 -1.04232 -5.44238 -0.064 -0.639 0.283
C -4.14621 -1.26250 -4.09101 -2.383 -0.840 0.510
Cl -4.84884 -2.83182 -3.45996 0.726 -0.175 -0.077
H -4.15626 -1.38498 -6.18909 0.445 -0.519 -0.819
H -5.79512 -1.60616 -5.56875 0.951 0.988 0.451
H -4.55864 -0.62553 -3.32990 0.187 0.827 -0.002
H -3.07738 -1.27366 -4.06323 0.536 -0.171 -0.277
Cl -5.19951 5.04729 -1.67659 -0.007 0.404 -0.169
C -4.41087 3.61771 -1.00222 -1.015 -1.024 -0.576
C -5.50812 2.82498 -0.26709 0.683 1.817 1.062
Cl -5.01334 1.18752 0.15788 0.011 -0.114 0.170
H -3.51972 3.92990 -0.52067 0.387 0.304 1.141
H -4.07822 2.98637 -1.81507 -0.034 0.008 -0.477
H -6.30316 2.78303 -0.95412 -1.013 -0.491 -0.889
H -5.92123 3.40115 0.59628 0.691 -0.753 -0.320
Cl -2.34570 2.12969 2.55538 0.980 0.218 -1.736
C -2.95306 1.96413 4.14716 -1.460 0.735 0.958
C -4.44748 1.63560 4.07599 1.034 -0.506 -0.035
Cl -5.50244 2.94824 3.59986 -0.088 0.563 -0.328
H -2.80546 2.93172 4.64423 0.075 -0.455 0.163
H -2.43313 1.15320 4.64700 0.039 0.020 0.162
H -4.76046 1.35191 5.05094 -0.361 -0.443 0.789
H -4.56246 0.81545 3.37344 -0.273 -0.066 0.024
Cl 4.11453 0.34155 -0.56295 -1.021 0.228 -1.302
C 5.26860 0.22472 0.71226 1.353 1.271 0.218
C 4.64712 0.60996 2.02021 0.194 1.273 -0.121
Cl 4.35636 2.45657 2.00981 0.036 -0.838 0.107
H 6.14699 0.88087 0.48867 -0.834 -0.348 0.168
H 5.63110 -0.77005 0.68534 0.219 -1.019 0.583
H 5.37854 0.46920 2.81053 -0.322 -0.279 0.202
H 3.65137 0.19889 2.18616 0.354 -0.302 0.141
```
Forces are in eV/Å.

=====

No. 3
# C6H6N4O

A cluster of 2 separate species, C6H6N4O in total (wB97M-V/def2-TZVPD, the Open Molecules 2025 dataset).

Calculated values
- ΔE to the lowest compared entry with this formula, charge and spin: 5.207 eV
- HOMO-LUMO gap: 8.26 eV
- Net charge: 0

The geometry in XYZ format:
```
17
Properties=species:S:1:pos:R:3:forces:R:3
C -1.28244 1.12316 -1.04875 -0.764 1.653 -2.964
C -1.92470 0.16615 1.13619 -1.443 -1.811 0.893
C -1.66069 -1.85493 -0.94379 -1.456 -0.265 0.423
C 0.31185 0.69022 0.69843 0.587 0.475 -2.762
C -0.98171 0.67109 0.18353 2.834 -0.462 4.732
C 2.62631 1.16962 0.50602 2.121 -2.325 -2.856
N -1.48502 1.49807 -2.11720 -0.064 -0.046 -0.067
N -2.59780 -0.43303 1.88035 1.134 1.502 -1.197
N -0.40720 -2.04824 -0.96299 1.318 -0.027 0.090
N 0.71446 -2.17575 -0.92684 0.205 -0.079 -0.099
O 1.35884 1.22947 0.01674 -4.763 0.644 -0.196
H -2.16184 -2.40497 -0.11450 0.046 0.728 -1.114
H -1.98992 -0.98503 -1.53005 -0.280 -1.008 0.316
H 0.58267 0.08049 1.52326 -0.043 -0.073 1.178
H 2.80109 1.50672 1.45093 0.076 1.565 2.635
H 3.25768 1.66988 -0.27240 -0.362 -0.433 1.004
H 2.83842 0.09707 0.52105 0.854 -0.035 -0.017
```
Forces are in eV/Å.

=====

| no. | M (g mol⁻¹) | E (eV) |
| --- | --- | --- |
| 1 | 421.3 | -108838.257 |
| 2 | 885.5 | -211184.344 |
| 3 | 150.1 | -14322.310 |